Entry 1:
Density functional theory data (wB97M-V/def2-TZVPD) for a cluster of 3 separate species, C27H31Br4F3N2O10P2 in total.

## Properties
* total charge: 0
* DFT total energy: -358856.55932 eV
* maximum force: 0.76 eV/Å
* E_LUMO: -1.629 eV
* M: 982.1 g/mol
* SMILES: CCOCC[C@@]1([PH2]=O)C(=O)N[C@](CC[C@](F)(Br)C(F)(F)Br)(/C(Br)=C(/C)Br)[C@]1(N)P(=O)(O)O.O=C1C=CC(=O)C=C1.O=C1C=CC(=O)C=C1
* frontier orbital gap: 7.9 eV

Structure (XYZ):
```
79
C27H31Br4F3N2O10P2 (wB97M-V/def2-TZVPD)
C 3.5609 -0.5707 7.4711
C 2.8501 0.4410 6.5620
O 2.9354 0.1056 5.1860
C 2.0738 -0.9505 4.7823
C 1.1457 -0.3980 3.6925
C 0.5535 -1.3803 2.6593
P 0.0761 -2.8857 3.6393
O -0.7582 -2.5003 4.8013
C -0.8017 -0.8993 2.1013
O -1.5277 -0.0865 2.5838
N -1.0832 -1.6067 0.8908
C 0.1628 -2.2099 0.3436
C 0.3900 -1.8097 -1.1526
C -0.4764 -0.6660 -1.6815
C 0.0551 0.0118 -2.9286
F -0.9463 0.7548 -3.4897
Br 0.6046 -1.2972 -4.2715
C 1.2254 1.0063 -2.7502
F 2.3291 0.3552 -2.3196
F 1.5274 1.5593 -3.9272
Br 0.7996 2.4351 -1.5331
C 0.0485 -3.7445 0.3730
Br 1.4346 -4.7426 1.1897
C -0.9289 -4.4879 -0.1439
C -1.0096 -5.9917 -0.0808
Br -2.4076 -3.7150 -1.0553
C 1.2559 -1.5097 1.2833
N 1.2305 -0.1194 0.7427
P 3.0295 -2.0390 1.3665
O 3.3948 -2.8683 2.5186
O 3.8182 -0.6331 1.3433
O 3.4038 -2.6656 -0.0535
H 3.8441 -1.4475 6.8859
H 2.9451 -0.8806 8.3155
H 4.4851 -0.1494 7.8723
H 1.7981 0.5604 6.8475
H 3.3206 1.4225 6.6421
H 2.6803 -1.7819 4.4176
H 1.4794 -1.3021 5.6327
H 1.7180 0.3921 3.2026
H 0.2937 0.0940 4.1678
H -0.5753 -3.7508 2.7480
H 1.2809 -3.5372 3.9325
H -1.7945 -2.2976 1.1078
H 0.2110 -2.6894 -1.7698
H 1.4438 -1.5777 -1.2965
H -0.6080 0.0992 -0.9155
H -1.4730 -1.0282 -1.9397
H -0.1378 -6.4467 -0.5550
H -1.0365 -6.3192 0.9625
H -1.9174 -6.3458 -0.5623
H 1.4766 0.5421 1.4655
H 1.9184 0.0290 0.0152
H 4.4241 -0.6314 2.1012
H 3.6296 -2.0257 -0.7398
O -5.5575 -2.3838 -3.6000
C -5.2132 -1.5268 -4.3852
C -5.8738 -1.3868 -5.7080
C -5.4919 -0.4528 -6.5738
C -4.3890 0.4904 -6.2548
O -4.0400 1.3382 -7.0469
C -3.7314 0.3529 -4.9302
C -4.1162 -0.5801 -4.0644
H -6.6728 -2.0868 -5.9171
H -5.9548 -0.3313 -7.5449
H -2.9301 1.0474 -4.7205
H -3.6543 -0.6987 -3.0918
O -0.2089 5.1374 -0.4943
C -0.1022 6.1572 -1.1439
C 0.2958 6.1280 -2.5737
C 0.4116 7.2506 -3.2776
C 0.1469 8.5778 -2.6646
O 0.2525 9.5995 -3.3063
C -0.2532 8.6039 -1.2340
C -0.3698 7.4818 -0.5301
H 0.4820 5.1504 -2.9998
H 0.6997 7.2583 -4.3211
H -0.4410 9.5823 -0.8106
H -0.6604 7.4720 0.5127
```


Entry 2:
Density functional theory data (wB97M-V/def2-TZVPD) for a structure of composition C27H31BrCdN6O3S at a distorted geometry.

## Properties
* energy above the lowest of the compared OMol25 structures with the same formula, charge and spin: 2.852 eV
* total charge: -2
* DFT total energy: -129018.20140 eV
* maximum force: 4.26 eV/Å
* E_LUMO: 3.132 eV
* M: 712.0 g/mol
* frontier orbital gap: 4.2 eV

Structure (XYZ):
```
70
C27H31BrCdN6O3S (wB97M-V/def2-TZVPD)
Cd -16.0384 -12.0476 3.5263
C -21.5506 -8.6589 2.8503
C -20.8443 -9.3885 3.9333
N -20.0558 -10.5033 3.5084
C -19.4382 -11.3442 4.4005
S -19.3496 -13.0864 3.8557
N -19.2018 -10.8854 5.5870
N -18.5000 -11.8329 6.4589
C -19.1469 -12.2828 7.4859
C -20.5119 -11.8725 7.7664
C -18.3725 -13.0328 8.6056
C -17.1287 -12.5906 9.0952
C -16.5198 -13.3301 10.1384
C -17.0748 -14.5127 10.5809
C -18.2626 -14.8802 9.9722
N -18.8795 -14.1505 9.1159
H -22.1515 -7.8533 3.3521
H -20.8613 -8.1143 2.1980
H -22.0640 -9.3346 2.1282
H -20.0951 -8.6298 4.3432
H -21.3948 -9.6505 4.8157
H -20.3662 -11.0504 2.7247
H -21.0396 -12.4701 8.5059
H -20.3832 -10.8915 8.2296
H -20.9893 -11.8839 6.7899
H -16.6967 -11.6285 8.6898
H -15.6103 -12.9581 10.5900
H -16.5489 -15.1227 11.3593
H -18.7521 -15.8181 10.2511
O -10.1619 -16.0233 3.5253
C -10.5710 -17.0903 3.1097
C -9.9578 -18.4246 3.6120
C -10.0747 -19.5541 2.9381
C -11.1990 -19.6085 1.9099
C -12.1550 -18.4651 1.7238
C -11.8299 -17.2363 2.2110
C -12.6690 -16.0207 1.6804
O -14.0449 -16.1672 2.1479
N -12.2426 -14.7518 2.1627
N -12.6626 -13.8599 1.0338
C -12.7210 -12.6289 1.3058
C -12.9162 -11.8170 0.0383
Br -11.5859 -10.4495 0.1375
C -13.7081 -11.8850 -1.0758
C -14.5184 -13.1048 -1.2908
C -14.1155 -13.8531 -2.3358
C -14.3708 -15.1889 -2.4265
C -15.1215 -15.8119 -1.4087
C -15.6064 -15.0427 -0.3258
C -15.2600 -13.7088 -0.2778
H -14.2071 -15.4483 2.7731
H -9.2712 -18.4694 4.4046
H -9.4531 -20.1843 3.5139
H -10.6342 -20.0797 1.0496
H -12.5080 -18.7429 0.7627
H -12.7432 -16.1874 0.5809
H -11.2472 -14.8823 2.0890
H -12.5665 -12.1672 2.2749
H -13.5097 -11.1322 -1.8408
H -13.5022 -13.3703 -3.0575
H -14.0738 -15.8767 -3.2541
H -15.3182 -16.8754 -1.4362
H -16.0975 -15.5141 0.5254
H -15.5565 -13.1263 0.5583
C -10.5522 -7.4987 -1.1810
O -9.8063 -8.2340 -0.3426
H -11.0808 -6.7534 -0.6199
H -11.3899 -8.0417 -1.8764
H -9.9491 -6.8868 -1.9272
H -11.6330 -20.6060 1.8472
```